[1]
Below is C38H35N6O13Sr as an isolated structure, with properties calculated with the ωB97M-V functional and the def2-TZVPD basis.

Last column: Mulliken charge in e.
Element x y z (Å)
Sr: -1.85 3.62 -1.92  2.086
C: 1.19 0.68 0.53  0.607
C: 0.71 1.22 -0.82  -0.619
O: -0.48 1.91 -0.73  -0.318
H: 2.12 0.12 0.47  -0.167
H: 0.43 0.00 0.90  -0.586
H: 1.29 1.52 1.22  0.035
H: 0.66 0.37 -1.52  0.212
H: 1.53 1.87 -1.17  0.070
C: 3.68 0.69 -5.72  -0.400
C: 2.63 0.38 -6.58  -0.612
C: 1.37 0.89 -6.33  -0.250
C: 1.14 1.67 -5.20  0.160
C: 2.18 1.97 -4.34  0.061
C: 3.45 1.49 -4.60  -0.682
N: -0.22 2.08 -4.93  0.856
O: -1.10 1.72 -5.66  -0.594
O: -0.41 2.77 -3.93  -0.523
H: 4.71 0.45 -5.94  0.409
H: 2.80 -0.36 -7.35  0.392
H: 0.57 0.48 -6.93  0.424
H: 2.02 2.53 -3.43  0.268
H: 4.24 1.64 -3.88  0.369
C: -0.80 2.85 4.91  -0.439
C: -0.21 2.92 3.65  -0.582
C: -1.01 3.15 2.54  -0.202
C: -2.38 3.34 2.72  0.174
C: -2.94 3.33 3.99  -0.251
C: -2.15 3.08 5.10  -0.638
N: -3.24 3.67 1.62  0.705
O: -2.73 3.61 0.49  -0.419
O: -4.37 4.06 1.80  -0.572
H: -0.24 2.56 5.80  0.407
H: 0.80 2.60 3.45  0.489
H: -0.57 3.11 1.55  0.342
H: -4.00 3.47 4.15  0.453
H: -2.64 2.93 6.06  0.422
C: -4.94 0.53 2.45  -0.442
C: -3.89 0.44 1.54  -1.164
C: -2.64 0.01 2.00  0.729
C: -2.51 -0.48 3.30  0.061
C: -3.56 -0.39 4.21  -0.564
C: -4.77 0.13 3.76  -0.592
N: -1.28 -1.14 3.71  1.033
O: -1.33 -1.93 4.63  -0.630
O: -0.28 -0.89 3.07  -0.423
H: -5.90 0.92 2.11  0.429
H: -3.93 0.90 0.56  0.539
H: -1.86 0.02 1.25  -0.017
H: -3.51 -0.72 5.23  0.523
H: -5.58 0.27 4.46  0.442
C: -0.28 -3.17 0.66  -0.810
C: -0.79 -4.45 0.48  -0.840
C: 0.05 -5.52 0.29  -0.546
C: 1.43 -5.34 0.42  -0.159
C: 1.94 -4.07 0.68  -0.012
C: 1.10 -2.98 0.76  0.462
N: 2.34 -6.46 0.31  0.940
O: 3.45 -6.36 0.81  -0.567
O: 1.95 -7.46 -0.26  -0.579
H: -0.85 -2.26 0.80  0.960
H: -1.86 -4.57 0.39  0.491
H: -0.30 -6.54 0.17  0.466
H: 3.01 -3.88 0.76  0.508
H: 1.49 -2.01 1.04  -0.286
C: 4.59 1.64 3.89  -0.418
C: 5.09 2.47 2.87  -0.606
C: 5.10 1.94 1.59  -0.263
C: 4.70 0.63 1.31  -0.067
C: 4.20 -0.17 2.33  0.107
C: 4.18 0.36 3.61  -0.685
N: 4.77 0.19 -0.07  1.111
O: 5.14 0.98 -0.92  -0.642
O: 4.38 -0.94 -0.33  -0.570
H: 4.48 2.05 4.89  0.418
H: 5.19 3.51 3.11  0.381
H: 5.48 2.59 0.81  0.456
H: 3.82 -1.18 2.24  0.386
H: 3.71 -0.22 4.39  0.395
C: -2.16 -3.28 -3.08  -0.424
C: -1.57 -2.19 -2.45  -0.629
C: -2.03 -0.92 -2.74  0.426
C: -2.98 -0.68 -3.73  -0.496
C: -3.50 -1.79 -4.41  -0.452
C: -3.15 -3.07 -4.03  -0.673
N: -3.37 0.69 -4.01  0.824
O: -3.03 1.54 -3.19  -0.453
O: -3.90 0.92 -5.05  -0.536
H: -1.84 -4.29 -2.87  0.473
H: -0.77 -2.22 -1.72  0.639
H: -1.52 -0.10 -2.24  0.383
H: -4.14 -1.63 -5.26  0.477
H: -3.76 -3.82 -4.51  0.400

The energy above the lowest of the compared OMol25 structures with the same formula, charge and spin is 0.00 kcal/mol. The molecular weight comes out at 871.3 g/mol. As for the HOMO energy: -0.397 Eh. The charge is +1. For the HOMO-LUMO gap, the calculation gives 7.03 eV.



[2]
Below is C23H26N4NiO3S as an isolated structure, with properties calculated with the ωB97M-V functional and the def2-TZVPD basis.

Last column: Löwdin spin population.
Element x y z (Å)
Ni: -0.55 -0.11 0.36  1.626
N: -1.55 0.82 1.95  0.065
C: -2.93 1.22 1.87  0.001
C: -3.31 2.35 2.58  0.005
C: -4.62 2.77 2.62  -0.002
C: -5.58 2.00 1.97  0.004
C: -5.19 0.88 1.25  -0.002
C: -3.86 0.47 1.13  0.006
C: -3.51 -0.74 0.31  0.013
C: -4.53 -1.41 -0.38  0.006
C: -4.31 -2.61 -1.04  -0.007
C: -3.06 -3.19 -0.99  0.007
C: -2.02 -2.50 -0.38  0.020
C: -2.20 -1.25 0.23  0.119
H: -1.44 -0.06 2.45  0.001
H: -1.00 1.51 2.46  0.003
H: -2.55 2.91 3.12  0.000
H: -4.90 3.65 3.17  0.000
H: -6.62 2.27 2.02  0.000
H: -5.97 0.31 0.77  0.000
H: -5.53 -0.99 -0.43  0.001
H: -5.13 -3.09 -1.57  0.000
H: -2.89 -4.16 -1.44  0.001
H: -1.05 -2.97 -0.37  0.004
C: 1.78 3.30 -1.97  0.001
C: 2.15 1.99 -1.29  0.006
C: 3.24 2.21 -0.25  0.000
C: 2.62 0.96 -2.32  0.000
N: 1.01 1.41 -0.54  0.022
N: -0.28 1.40 -1.18  0.027
H: 2.68 3.78 -2.36  0.000
H: 1.31 4.00 -1.26  0.000
H: 1.10 3.16 -2.82  0.000
H: 4.17 2.53 -0.74  0.000
H: 3.45 1.30 0.31  0.000
H: 2.95 2.99 0.46  0.000
H: 3.40 1.40 -2.95  0.000
H: 1.81 0.65 -2.99  0.000
H: 3.01 0.08 -1.83  0.000
H: 0.90 1.92 0.33  0.000
H: -0.18 0.98 -2.10  0.001
H: -0.66 2.33 -1.32  0.001
O: 5.16 -0.78 2.12  0.000
S: 4.15 -1.80 2.23  0.000
O: 4.43 -2.96 3.02  0.001
N: 2.72 -1.14 2.65  0.002
C: 1.85 -1.17 1.67  0.005
O: 0.69 -0.67 1.79  0.042
C: 2.37 -1.82 0.40  0.001
C: 1.76 -1.99 -0.84  0.009
C: 2.46 -2.63 -1.85  0.001
C: 3.76 -3.09 -1.64  0.000
C: 4.38 -2.90 -0.41  0.000
C: 3.66 -2.27 0.58  0.000
H: 0.76 -1.64 -1.03  0.007
H: 1.99 -2.79 -2.81  0.000
H: 4.29 -3.59 -2.44  0.000
H: 5.39 -3.24 -0.24  0.000

The molecular weight comes out at 497.2 g/mol. As for the HOMO energy (spin up / spin down): -0.297 / -0.303 Eh. For the HOMO-LUMO gap (spin up / spin down), the calculation gives 7.99 / 8.11 eV. As for the multiplicity: 3.



[3]
Below is C6H18AlIN2O5PS as an isolated structure, with properties calculated with the ωB97M-V functional and the def2-TZVPD basis.

Last column: natural (NBO) charge in e.
Element x y z (Å)
O: -3.01 5.36 -1.52  -1.216
Al: -3.24 3.53 -1.13  1.190
I: -2.04 2.01 -2.86  -0.509
P: -5.51 3.08 -0.89  1.131
O: -6.45 4.58 -0.81  -0.993
O: -5.84 2.09 0.54  -0.989
S: -6.15 2.06 -2.46  -0.692
H: -3.12 5.94 -0.71  0.466
H: -2.56 3.27 0.28  -0.388
H: -6.27 5.00 -1.70  0.499
H: -4.95 1.68 0.79  0.504
C: 0.51 1.37 0.36  -0.728
C: -0.83 0.86 0.81  0.686
O: -1.86 1.50 0.64  -0.629
N: -0.87 -0.36 1.43  -0.624
C: 0.23 -1.25 1.71  -0.408
H: 0.39 2.35 -0.12  0.257
H: 1.18 1.48 1.22  0.209
H: 0.95 0.68 -0.38  0.244
H: -1.81 -0.64 1.70  0.395
H: 0.03 -2.20 1.21  0.192
H: 0.26 -1.41 2.79  0.176
H: 1.18 -0.86 1.37  0.227
C: 4.71 -2.10 -0.90  -0.721
C: 3.37 -2.61 -0.44  0.673
O: 2.34 -1.97 -0.61  -0.624
N: 3.33 -3.83 0.17  -0.621
C: 4.43 -4.72 0.46  -0.411
H: 4.59 -1.12 -1.37  0.252
H: 5.38 -1.99 -0.04  0.223
H: 5.15 -2.79 -1.63  0.225
H: 2.39 -4.11 0.45  0.403
H: 4.23 -5.67 -0.04  0.196
H: 4.46 -4.88 1.54  0.195
H: 5.38 -4.33 0.12  0.211

The molecular weight comes out at 415.1 g/mol. As for the HOMO energy: -0.158 Eh. The charge is -1. For the HOMO-LUMO gap, the calculation gives 6.15 eV.



[4]
Below is C5H13N2O as an isolated structure, with properties calculated with the ωB97M-V functional and the def2-TZVPD basis.

Last column: natural (NBO) charge in e.
Element x y z (Å)
C: 1.98 1.74 -0.58  -0.422
N: 2.61 0.48 -0.25  -1.126
C: -0.54 -0.43 -0.36  0.105
C: -0.15 -0.49 0.97  -0.341
C: 0.90 -1.48 1.35  -0.685
N: -1.56 0.33 -0.76  -0.641
C: -3.01 -0.14 -0.26  0.171
O: -3.48 -1.05 -1.04  -0.848
H: 2.66 2.52 -0.98  0.128
H: 1.12 1.69 -1.28  0.114
H: 2.84 0.04 -1.14  0.283
H: -0.18 -1.20 -1.04  0.225
H: 1.56 2.18 0.35  0.146
H: 0.50 0.30 0.20  0.411
H: -0.80 -0.06 1.72  0.239
H: 0.62 -2.50 1.08  0.199
H: 1.79 -1.15 0.80  0.315
H: 1.12 -1.46 2.41  0.204
H: -1.61 0.31 -1.77  0.371
H: -3.59 0.81 -0.22  0.082
H: -2.80 -0.43 0.79  0.071

The energy above the lowest of the compared OMol25 structures with the same formula, charge and spin is 110.08 kcal/mol. The molecular weight comes out at 117.2 g/mol. As for the HOMO energy: -0.092 Eh. The charge is -1. For the HOMO-LUMO gap, the calculation gives 6.29 eV.



[5]
Below is C21H43MoN2OP3S as an isolated structure, with properties calculated with the ωB97M-V functional and the def2-TZVPD basis.

Last column: Löwdin spin population.
Element x y z (Å)
Mo: 0.00 0.06 1.06  2.101
P: -2.27 0.22 0.40  0.039
P: -1.17 -0.94 2.86  0.018
P: 0.34 0.50 -1.96  -0.191
H: 1.12 -2.31 1.54  0.005
C: 2.10 -2.07 1.08  0.002
C: 2.91 -1.01 1.25  0.009
H: 2.85 -0.09 1.89  0.004
C: -2.69 -1.32 -0.49  0.025
C: -3.38 0.13 1.87  -0.004
C: -3.20 1.57 -0.36  0.008
C: 0.51 -0.50 3.24  0.038
C: -1.88 -0.57 4.54  0.003
C: -1.25 -2.73 2.36  0.006
C: 1.71 1.42 -2.81  0.003
C: -1.04 1.35 -2.97  -0.107
C: 0.22 -1.08 -2.89  -0.003
H: 2.57 -2.91 0.53  0.001
H: 3.90 -1.12 0.74  0.002
H: -3.79 -1.37 -0.54  0.004
H: -2.33 -2.21 0.04  0.001
H: -2.26 -1.33 -1.50  0.000
H: -4.41 0.17 1.50  0.000
H: -3.17 0.98 2.53  0.001
H: -3.28 -0.82 2.43  -0.001
H: -4.23 1.21 -0.44  0.001
H: -2.82 1.86 -1.35  0.000
H: -3.18 2.45 0.29  0.000
H: 0.48 0.30 4.00  0.008
H: 1.04 -0.02 2.35  0.016
H: 1.05 -1.38 3.64  0.006
H: -2.47 -1.43 4.90  -0.001
H: -2.50 0.34 4.58  0.000
H: -1.07 -0.40 5.26  0.000
H: -0.95 -3.31 3.23  0.000
H: -0.60 -2.99 1.51  0.001
H: -2.28 -2.98 2.07  0.000
H: 1.33 2.43 -3.00  0.000
H: 2.04 0.99 -3.78  0.001
H: 2.60 1.44 -2.17  0.000
H: -0.64 1.56 -3.98  -0.010
H: -1.35 2.32 -2.55  0.000
H: -1.93 0.70 -3.10  -0.002
H: 1.08 -1.06 -3.58  -0.001
H: -0.74 -1.13 -3.43  0.000
H: 0.27 -1.96 -2.24  0.000
C: 3.85 -1.70 -2.47  -0.001
C: 2.74 -2.63 -2.52  0.000
C: 2.73 -3.67 -3.44  -0.001
C: 3.88 -3.92 -4.22  0.000
C: 5.07 -3.19 -3.99  0.000
C: 5.12 -2.21 -3.03  -0.003
O: 3.68 -0.53 -1.98  -0.008
H: 1.33 -0.05 -0.85  -0.103
H: 1.93 -2.45 -1.81  -0.001
H: 1.80 -4.26 -3.58  0.000
H: 3.88 -4.73 -4.98  0.000
H: 5.98 -3.45 -4.58  0.000
H: 6.04 -1.69 -2.79  0.000
C: -0.84 4.75 0.01  0.001
N: -1.15 4.14 1.29  0.001
C: -2.20 4.51 2.12  0.006
C: -2.10 3.76 3.26  0.000
N: -0.99 2.96 3.11  0.012
C: -0.45 3.13 1.87  0.030
S: 0.86 2.25 1.25  0.081
H: 0.24 4.68 -0.17  0.001
H: -1.36 4.23 -0.82  0.000
H: -1.13 5.82 -0.02  0.000
H: -2.85 5.34 1.86  0.000
H: -2.69 3.73 4.15  0.000
H: -0.63 2.26 3.76  0.001

The molecular weight comes out at 560.5 g/mol. As for the HOMO energy (spin up / spin down): -0.699 / -0.666 Eh. The charge is +4. For the HOMO-LUMO gap (spin up / spin down), the calculation gives 4.64 / 3.73 eV. As for the multiplicity: 3.



[6]
Below is an isolated ion of composition C2H5N2 and charge +1, with properties calculated with the ωB97M-V functional and the def2-TZVPD basis.

Last column: natural (NBO) charge in e.
Element x y z (Å)
C: 0.58 0.89 -0.90  0.417
C: -0.35 -0.54 1.34  -0.241
N: 0.49 -0.22 -0.24  -0.200
N: -0.22 0.09 -1.56  -0.407
H: 1.03 1.96 -1.00  0.297
H: -1.01 0.20 1.55  0.208
H: -0.98 -1.36 1.27  0.236
H: 0.44 -0.47 1.99  0.230
H: 0.03 -0.56 -2.45  0.459

The energy above the lowest of the compared OMol25 structures with the same formula, charge and spin is 109.40 kcal/mol. The molecular weight comes out at 57.1 g/mol. The SMILES is CN1C=[NH+]1. As for the HOMO energy: -0.582 Eh. The charge is +1. For the HOMO-LUMO gap, the calculation gives 9.60 eV.



[7]
Below is an isolated ion of composition C5H12NO and charge -1, with properties calculated with the ωB97M-V functional and the def2-TZVPD basis.

Last column: natural (NBO) charge in e.
Element x y z (Å)
C: -0.13 -0.98 2.15  -0.406
N: -0.78 0.12 1.45  -0.661
C: 0.71 -0.52 -2.07  -0.602
C: 0.63 -0.52 -0.55  -0.428
C: -0.63 0.18 -0.02  -0.074
C: -0.59 1.71 -0.34  -0.019
O: 0.41 2.34 0.30  -0.962
H: 0.96 -1.01 2.03  0.156
H: -0.33 -0.87 3.22  0.178
H: -0.54 -1.93 1.83  0.166
H: -0.33 0.99 1.74  0.387
H: 1.61 -1.05 -2.41  0.183
H: 0.77 0.49 -2.46  0.214
H: -0.16 -1.01 -2.53  0.182
H: 1.49 0.01 -0.14  0.222
H: 0.65 -1.55 -0.20  0.171
H: -1.52 -0.26 -0.49  0.140
H: -1.62 2.07 -0.06  0.079
H: -0.59 1.79 -1.46  0.075

The energy above the lowest of the compared OMol25 structures with the same formula, charge and spin is 7.84 kcal/mol. The molecular weight comes out at 102.2 g/mol. The SMILES is CC[C@H](C[O-])NC. As for the HOMO energy: -0.092 Eh. The charge is -1. For the HOMO-LUMO gap, the calculation gives 6.62 eV.



[8]
Below is C32H31N9O2S2V as an isolated structure, with properties calculated with the ωB97M-V functional and the def2-TZVPD basis.

Last column: Löwdin spin population.
Element x y z (Å)
V: 0.39 0.19 -0.47  2.514
N: -2.17 3.93 -1.45  0.000
C: -0.93 3.45 -1.11  0.000
S: 0.40 3.84 -2.11  0.006
N: -0.89 2.75 -0.01  0.004
N: 0.16 1.97 0.28  0.008
C: 0.82 2.21 1.39  0.102
C: 0.49 3.32 2.32  0.010
C: -0.77 3.35 2.90  0.008
C: -1.11 4.37 3.78  0.000
C: -0.18 5.36 4.09  0.005
C: 1.07 5.33 3.50  0.000
C: 1.41 4.32 2.62  0.007
C: 1.85 1.24 1.66  0.054
C: 2.84 1.34 2.65  0.008
C: 3.83 0.40 2.71  0.044
C: 3.83 -0.66 1.80  0.014
C: 2.81 -0.73 0.88  0.039
N: 1.83 0.18 0.81  0.030
H: -2.16 4.73 -2.05  0.000
H: -2.85 3.94 -0.71  0.000
H: -1.49 2.58 2.65  0.001
H: -2.09 4.39 4.23  0.000
H: -0.45 6.16 4.77  0.000
H: 1.79 6.12 3.72  0.000
H: 2.38 4.32 2.14  0.000
H: 2.80 2.17 3.34  -0.001
H: 4.61 0.47 3.46  0.002
H: 4.61 -1.41 1.81  0.000
H: 2.76 -1.53 0.15  0.002
N: -0.25 -2.58 1.82  0.004
C: -1.25 -1.74 2.06  0.008
S: -1.47 -0.30 1.18  0.004
N: -2.15 -1.96 3.04  0.003
C: -2.34 -3.01 3.96  0.000
C: -3.59 -3.06 4.59  0.001
C: -3.88 -4.06 5.50  0.000
C: -2.94 -5.04 5.79  0.001
C: -1.70 -4.98 5.18  0.000
C: -1.39 -3.97 4.28  0.001
H: 0.20 -2.44 0.90  0.001
H: -0.30 -3.52 2.16  0.000
H: -2.86 -1.25 3.06  0.000
H: -4.33 -2.31 4.36  0.000
H: -4.85 -4.08 5.98  0.000
H: -3.17 -5.83 6.49  0.000
H: -0.95 -5.73 5.42  0.000
H: -0.38 -3.93 3.89  0.000
C: 0.61 -0.08 -6.43  0.001
N: 1.38 -0.39 -5.24  0.005
N: 0.87 -0.04 -4.00  0.007
C: 1.92 0.18 -3.12  0.007
O: 1.81 0.45 -1.91  0.022
C: 3.11 0.01 -3.90  0.001
C: 2.73 -0.30 -5.17  0.001
C: 3.56 -0.54 -6.38  0.000
C: -0.46 -0.36 -3.63  0.001
C: -1.09 0.48 -2.72  0.009
C: -2.37 0.17 -2.28  0.001
C: -3.02 -0.96 -2.76  0.002
C: -2.39 -1.77 -3.69  -0.001
C: -1.10 -1.48 -4.12  0.002
H: -0.45 -0.08 -6.19  0.000
H: 0.80 -0.83 -7.19  0.000
H: 0.87 0.91 -6.83  0.000
H: 4.11 0.09 -3.51  0.000
H: 4.61 -0.55 -6.11  0.000
H: 3.40 0.25 -7.12  0.000
H: 3.31 -1.49 -6.84  0.000
H: -0.61 1.42 -2.46  0.003
H: -2.87 0.84 -1.59  0.000
H: -4.01 -1.20 -2.41  0.000
H: -2.88 -2.66 -4.06  0.000
H: -0.59 -2.15 -4.81  0.000
O: 0.10 -3.70 -2.34  0.023
C: 0.25 -2.73 -1.67  0.024
N: 0.42 -1.78 -0.97  0.014

The energy above the lowest of the compared OMol25 structures with the same formula, charge and spin is 30.79 kcal/mol. The molecular weight comes out at 688.7 g/mol. As for the HOMO energy (spin up / spin down): -0.235 / -0.245 Eh. For the HOMO-LUMO gap (spin up / spin down), the calculation gives 6.72 / 6.50 eV. As for the multiplicity: 4.



no.,strongest force on any atom (eV/Å),E_tot (eV)
1,2.78,-76346.7064
2,0.89,-88253.1421
3,3.04,-54559.6278
4,2.36,-10418.9253
5,6.52,-68011.6431
6,3.77,-5122.3027
7,0.40,-8916.7236
8,2.76,-98553.6784